No. 1
ORCA calculation (ωB97M-V with the def2-TZVPD basis set) on an isolated ion of composition C11H9N2O2 and charge -1.

Structure (XYZ):
```
24
Properties=species:S:1:pos:R:3
C 3.23 -0.40 0.04
C 2.49 -0.34 -1.13
C 2.67 -1.01 1.16
C 1.21 -0.86 -1.19
C 1.39 -1.52 1.12
C 0.60 -1.44 -0.05
C -1.87 -1.63 -0.06
C -0.64 -2.06 -0.13
C -3.95 0.11 -0.05
C -1.21 1.83 0.48
C -0.32 2.89 0.02
N -2.32 -0.24 0.11
N -1.57 0.74 0.15
O -4.56 -0.87 -0.37
O -4.12 1.27 0.21
H 4.24 0.00 0.08
H 2.92 0.12 -2.01
H 3.24 -1.08 2.08
H 0.64 -0.80 -2.10
H 0.96 -1.98 2.00
H -2.76 -2.23 -0.13
H -0.78 3.86 0.22
H -0.11 2.80 -1.05
H 0.62 2.84 0.57
```

Values from the calculation:
**Energy relative to the best compared isomer or geometry (same formula, charge and spin)**: 275.1 kJ/mol
**Charge**: -1
**Gap between HOMO and LUMO**: 5.574 eV

No. 2
ORCA calculation (ωB97M-V with the def2-TZVPD basis set) on a single C11H9N4OPS molecule.

Structure (XYZ):
```
27
Properties=species:S:1:pos:R:3
N 4.98 0.37 1.02
P 4.31 -1.12 0.37
O 4.91 -1.20 -1.25
C 2.45 -0.83 0.22
C 1.60 -1.61 -0.86
C 0.06 -1.39 -1.08
C -0.65 -0.35 -0.18
C -2.18 0.02 -0.29
C -2.80 0.90 -1.44
C -4.28 1.30 -1.56
N -5.24 0.84 -0.62
C -4.73 0.01 0.42
C -3.29 -0.46 0.73
C 0.20 0.38 0.91
N -0.49 1.35 1.77
S 0.84 1.88 2.73
N 2.24 1.02 2.25
C 1.74 0.19 1.17
H 4.51 1.20 0.60
H 4.75 0.43 2.03
H 4.63 -0.34 -1.65
H 2.15 -2.36 -1.54
H -0.50 -2.00 -1.88
H -2.08 1.30 -2.23
H -4.59 1.98 -2.44
H -5.53 -0.39 1.15
H -3.02 -1.12 1.63
```

Values from the calculation:
**Gap between HOMO and LUMO**: 6.784 eV
**SMILES**: NP(O)c1ccc(-c2ccncc2)c2nsnc12

No. 3
ORCA calculation (ωB97M-V with the def2-TZVPD basis set) on a single C11H9NOSe molecule.

Structure (XYZ):
```
23
Properties=species:S:1:pos:R:3
C 3.39 -0.91 -0.10
C 3.58 0.36 -0.63
C 2.18 -1.22 0.50
C 2.58 1.31 -0.56
C 1.18 -0.27 0.56
C 1.36 1.01 0.02
C -3.56 0.12 0.48
C -3.49 -0.03 -0.94
C -2.41 0.06 1.20
C -2.29 -0.26 -1.50
C -1.18 -0.17 0.53
N -0.07 -0.58 1.18
O -1.16 -0.42 -0.80
Se -0.04 2.27 0.11
H 4.17 -1.65 -0.16
H 4.52 0.60 -1.11
H 2.00 -2.21 0.91
H 2.74 2.30 -0.97
H -4.52 0.28 0.95
H -4.38 0.05 -1.55
H -2.39 0.20 2.26
H -2.11 -0.37 -2.56
H -0.09 -0.46 2.18
```

Values from the calculation:
**Energy relative to the best compared isomer or geometry (same formula, charge and spin)**: 0.0 kJ/mol
**Gap between HOMO and LUMO (spin up / spin down)**: 6.291 / 6.292 eV

No. 4
ORCA calculation (ωB97M-V with the def2-TZVPD basis set) on an isolated ion of composition C11H9O3 and charge -1.

Structure (XYZ):
```
23
Properties=species:S:1:pos:R:3
O 3.18 0.26 0.26
C 2.01 0.14 0.51
C 1.30 -1.03 0.78
C 1.30 -1.66 -0.47
O 2.11 -2.24 -1.14
C -0.08 -1.57 -1.02
C -0.98 -0.38 -0.52
C -1.34 -0.92 0.81
C 0.02 -0.93 1.58
C -0.36 0.95 -0.44
C -0.90 2.21 -0.80
C -0.12 3.21 -0.35
O 0.94 2.63 0.32
C 0.84 1.31 0.25
H 0.07 -1.53 -2.12
H -0.46 -2.65 -0.77
H -1.84 -0.54 -1.24
H -1.90 -1.85 0.83
H -2.02 -0.21 1.34
H 0.11 -1.80 2.25
H -0.08 0.03 2.03
H -1.64 2.30 -1.53
H -0.16 4.27 -0.56
```

Values from the calculation:
**Energy relative to the best compared isomer or geometry (same formula, charge and spin)**: 208.2 kJ/mol
**Charge**: -1
**Gap between HOMO and LUMO**: 6.551 eV
**SMILES**: O=C1C2=C([O-])C[C@@H](CC2)c2ccoc21

Number 1: largest force on an atom 2.19 eV Å⁻¹, DFT total energy -18624.9022 eV. Number 2: largest force on an atom 6.37 eV Å⁻¹, DFT total energy -39677.6674 eV. Number 3: largest force on an atom 0.84 eV Å⁻¹, DFT total energy -80435.0988 eV. Number 4: largest force on an atom 4.08 eV Å⁻¹, DFT total energy -17693.0073 eV.